Molecular formula: C7H15ClNO2
Method: DFT, ωB97M-V with the def2-TZVPD basis set

Cartesian coordinates (Å):
C -0.1745 1.1617 2.0912
C -1.2154 1.7342 1.1472
C 0.2116 -0.2044 1.4701
C -1.0588 0.8403 -0.1142
C 2.3414 -1.2690 -0.6531
C 0.2795 -1.0324 -2.0336
C 0.8251 -1.0544 -0.6681
N 0.3789 0.0916 0.0810
O -1.2046 1.4716 -1.2862
O -1.9388 -0.3263 -0.0309
Cl -3.6770 -0.2109 -0.0880
H 0.6049 1.7862 2.1460
H -0.6016 1.0037 3.0291
H -2.2123 1.3580 1.5135
H -1.3051 2.8129 0.9115
H 1.1481 -0.4792 1.9252
H -0.5533 -1.0639 1.6775
H 2.8131 -0.3207 -1.0406
H 2.7111 -1.3720 0.3942
H 2.6696 -2.0361 -1.3364
H 0.5141 -0.0205 -2.4074
H -0.8060 -1.2630 -1.9803
H 0.7170 -1.7941 -2.7592
H 0.4144 -1.8988 -0.1563
H 1.0248 0.9614 0.0172
H -1.9065 1.1243 -1.8494

Atoms 1-2, force components in eV/Å:
C -2.657 -2.231 -1.337
C -1.577 -1.625 -0.594

Values from the calculation:
2S+1 = 3
Kohn-Sham gap (alpha / beta) = 9.1 / 7.8 eV
E_HOMO (alpha / beta) = -11.804 / -14.840 eV
Total charge = +1
LUMO level (alpha / beta) = -2.71 / -7.09 eV